No. 1
A structure of composition C46H38N7O5Ru at a distorted geometry, computed with the ωB97M-V functional and the def2-TZVPD basis.

As for the expectation value of S²: 0.759. The HOMO-LUMO gap (spin up / spin down) comes out at 0.2347 / 0.2260 Eh. Its energy relative to the best compared isomer or geometry (same formula, charge and spin) is 87.2 kJ/mol. Its HOMO energy (spin up / spin down) is -6.530 / -6.469 eV. Its net charge is 0. The spin multiplicity is 2.

Each line ends with the Löwdin charge.
Geometry (Å):
Ru: -1.0970 -0.4332 0.6428  1.39
C: 2.2939 -2.8130 2.2163  -0.05
C: 1.5325 -1.7208 1.7553  -0.17
N: 0.3885 -1.8816 1.1489  -0.04
C: -0.1287 -3.1401 0.9806  -0.15
C: 0.5134 -4.2720 1.5105  -0.16
C: 1.7826 -4.0703 2.0956  0.00
C: -0.1526 -5.5229 1.4746  -0.06
C: -1.4202 -5.5741 0.9851  -0.07
C: -2.0592 -4.4459 0.4101  -0.01
C: -1.4008 -3.2439 0.2952  -0.21
N: -1.8036 -2.0791 -0.3083  -0.05
C: -2.8579 -1.8510 -1.1688  -0.21
C: -3.6274 -2.7634 -1.8422  -0.01
C: -4.7361 -2.3460 -2.6197  -0.07
C: -5.0619 -1.0346 -2.7611  -0.05
C: -4.2389 -0.0505 -2.1576  -0.15
C: -4.4583 1.3382 -2.2955  0.01
C: -3.6114 2.2283 -1.7098  -0.03
C: -2.5174 1.7423 -0.9692  -0.13
N: -2.2845 0.4683 -0.8264  -0.03
C: -3.1391 -0.4531 -1.3864  -0.15
H: 3.2557 -2.6386 2.6811  0.11
H: 1.8604 -0.6941 1.8845  0.12
H: 2.3318 -4.9259 2.4743  0.12
H: 0.3273 -6.4018 1.8871  0.11
H: -1.9660 -6.5084 1.0348  0.11
H: -3.0970 -4.5135 0.1192  0.10
H: -3.3856 -3.8140 -1.7867  0.10
H: -5.3468 -3.0998 -3.1015  0.11
H: -5.9268 -0.7287 -3.3359  0.11
H: -5.3137 1.6814 -2.8675  0.12
H: -3.7554 3.2955 -1.8118  0.11
H: -1.8100 2.4121 -0.4942  0.12
O: -4.7530 -1.8268 2.0355  0.06
C: -3.6455 -1.3275 2.1488  -0.57
O: -3.1410 -0.4140 1.3751  -0.14
C: -2.7924 -1.7471 3.3258  -0.19
C: -3.3667 -2.2856 4.4707  0.01
C: -2.5434 -2.5790 5.5419  -0.06
C: -1.1810 -2.3294 5.4302  -0.06
C: -0.7054 -1.7921 4.2471  -0.12
N: -1.4970 -1.5061 3.2141  0.10
H: -4.4349 -2.4496 4.4870  0.12
H: -2.9531 -2.9880 6.4572  0.11
H: -0.5015 -2.5343 6.2473  0.10
H: 0.3495 -1.5680 4.1253  0.10
C: 5.3296 1.0919 -1.1788  -0.06
O: 5.1097 1.7986 -2.4068  -0.09
C: 4.3110 2.9093 -2.3417  -0.24
C: 4.8537 4.1287 -2.7169  0.00
C: 4.0823 5.2793 -2.6947  -0.08
C: 2.7472 5.2044 -2.3168  -0.08
C: 2.1942 3.9828 -1.9669  -0.02
C: 2.9715 2.8265 -1.9591  -0.16
N: 2.4520 1.5536 -1.6428  0.15
C: 1.4304 1.2631 -0.7635  -0.37
N: 1.3055 2.1577 0.2311  0.15
C: 0.4831 2.1929 1.3920  -0.19
C: -0.5773 1.3303 1.6473  -0.20
C: -1.3198 1.6352 2.8059  -0.13
C: -0.9817 2.6533 3.6841  -0.09
C: 0.1216 3.4584 3.4242  -0.03
C: 0.8362 3.2286 2.2715  -0.25
O: 1.9423 3.9900 1.9220  -0.13
C: 1.7198 5.3947 1.8588  -0.07
N: 0.7264 0.1740 -0.8833  0.10
C: 1.1850 -0.7606 -1.8833  -0.19
C: 1.9029 -1.8897 -1.4711  -0.03
C: 2.3864 -2.8389 -2.3542  -0.08
C: 2.1841 -2.6687 -3.7162  -0.08
C: 1.5182 -1.5450 -4.1585  0.00
C: 1.0208 -0.5907 -3.2723  -0.24
O: 0.5228 0.5197 -3.8907  -0.08
C: -0.6689 1.1243 -3.4176  -0.06
H: 6.3275 0.6645 -1.2432  0.09
H: 4.6055 0.2905 -1.0383  0.07
H: 5.2837 1.7730 -0.3265  0.10
H: 5.8929 4.1488 -3.0198  0.12
H: 4.5215 6.2292 -2.9699  0.10
H: 2.1268 6.0912 -2.3167  0.10
H: 1.1410 3.9113 -1.7231  0.12
H: 2.6905 0.8118 -2.2836  0.14
H: 2.0205 2.8699 0.2610  0.12
H: -2.2066 1.0526 3.0122  0.07
H: -1.5788 2.8247 4.5723  0.10
H: 0.4167 4.2516 4.1000  0.11
H: 1.4328 5.8011 2.8286  0.08
H: 0.9395 5.6282 1.1293  0.10
H: 2.6583 5.8450 1.5447  0.09
H: 2.1002 -1.9988 -0.4213  0.08
H: 2.9147 -3.7045 -1.9747  0.10
H: 2.5584 -3.3927 -4.4288  0.10
H: 1.3735 -1.3595 -5.2155  0.12
H: -1.0363 1.7474 -4.2305  0.10
H: -0.4797 1.7424 -2.5448  0.06
H: -1.4160 0.3705 -3.1731  0.09

=====

No. 2
A structure of composition C14H10CaClF3N4O12S2 at a distorted geometry, computed with the ωB97M-V functional and the def2-TZVPD basis.

The HOMO-LUMO gap comes out at 0.2348 Eh. Its energy relative to the best compared isomer or geometry (same formula, charge and spin) is 112.9 kJ/mol. Its HOMO energy is -1.880 eV. Its net charge is -2.

Each line ends with the natural charge from an NBO analysis.
Geometry (Å):
Ca: 0.0349 0.7995 0.6396  1.78
C: -2.6578 -2.6632 -0.3063  -0.72
C: -1.7319 -1.6217 -0.8451  0.28
N: -0.4594 -1.6672 -0.7931  -0.25
N: 0.0920 -2.7066 -0.0553  -0.47
C: 1.4088 -3.0188 -0.1873  0.30
N: 1.9051 -3.6492 0.9202  -0.81
S: 2.2733 -2.8284 -1.5960  -0.26
C: -2.2888 -0.3807 -1.5012  0.15
C: -3.6490 -0.2102 -1.7058  -0.25
C: -4.1043 1.0046 -2.2018  -0.16
C: -3.1921 1.9937 -2.5096  -0.25
C: -1.8479 1.7270 -2.3046  0.08
N: -1.4021 0.5824 -1.7959  -0.45
H: -2.1356 -3.6084 -0.1800  0.22
H: -3.4980 -2.8177 -0.9859  0.22
H: -3.0755 -2.3327 0.6531  0.29
H: -0.3262 -2.8442 0.8510  0.39
H: 1.5301 -3.3125 1.8027  0.39
H: 2.9113 -3.6228 0.9350  0.41
H: -4.3565 -0.9805 -1.4301  0.22
H: -5.1694 1.1823 -2.3031  0.22
H: -3.5154 2.9719 -2.8425  0.22
H: -1.0885 2.4722 -2.5127  0.21
O: -6.1044 1.6148 1.7006  -0.58
C: -4.9240 1.4716 1.4899  0.35
C: -4.1309 0.2079 1.6766  0.39
O: -4.5929 -0.9070 1.8845  -0.66
C: -2.7378 0.5653 1.4564  0.22
C: -2.6431 1.9105 0.9558  0.27
O: -1.5562 2.3942 0.5318  -0.78
C: -3.9865 2.5152 0.9282  0.35
O: -4.3130 3.5974 0.4854  -0.60
O: -1.7092 -0.1892 1.5523  -0.84
O: 1.2728 2.8747 -1.0728  -0.85
Cl: 2.0101 2.3797 0.0702  2.49
O: 3.2536 3.0692 0.2287  -0.81
O: 2.2230 0.9456 -0.1471  -0.88
O: 1.1736 2.5429 1.2634  -0.88
F: 2.5239 -0.7131 5.2468  -0.33
C: 1.6338 -0.7667 4.2535  0.68
F: 0.6300 0.0706 4.5478  -0.32
F: 1.1229 -2.0220 4.2373  -0.35
S: 2.3610 -0.3723 2.6151  2.37
O: 2.8504 0.9606 2.7902  -0.94
O: 3.3478 -1.4128 2.4485  -0.99
O: 1.1283 -0.5912 1.8085  -1.08

=====

No. 3
A structure of composition C53H61AsN5O2SSeTi, computed with the ωB97M-V functional and the def2-TZVPD basis.

The HOMO-LUMO gap comes out at 0.2667 Eh. Its energy relative to the best compared isomer or geometry (same formula, charge and spin) is 3.4 kJ/mol. Its HOMO energy is -10.263 eV. Its net charge is +1.

Each line ends with the Löwdin charge.
Geometry (Å):
Ti: -0.1190 1.7085 0.3092  0.68
C: -1.9229 -4.3298 -4.4442  -0.04
C: -1.6454 -4.4532 -2.9400  -0.55
C: -2.8006 -5.2050 -2.2644  -0.04
C: -0.3633 -5.2626 -2.7480  -0.06
C: -1.5261 -3.0563 -2.3357  -0.15
C: -0.3916 -2.6146 -1.6720  -0.04
C: -0.3778 -1.3251 -1.1768  -0.37
Se: 1.0976 -0.6963 -0.1611  1.24
C: 0.4961 -1.2884 1.5732  -0.35
C: 0.8647 -2.5347 2.0239  -0.05
C: 0.3746 -3.0046 3.2436  -0.15
C: -0.4716 -2.1623 3.9458  0.03
C: -0.8723 -0.8871 3.5189  -0.07
C: -0.3584 -0.4486 2.2994  -0.28
O: -0.6491 0.7641 1.7722  -0.24
C: -1.8193 -0.1047 4.4429  -0.52
C: -1.0698 0.2079 5.7460  -0.04
C: -3.0520 -0.9691 4.7527  -0.04
C: -2.3353 1.2178 3.8717  -0.04
C: 0.7670 -4.3974 3.7321  -0.56
C: 0.3089 -5.4370 2.6986  -0.04
C: 0.1290 -4.7391 5.0777  -0.06
C: 2.2928 -4.4719 3.8835  -0.04
C: -1.4243 -0.4202 -1.3241  -0.30
O: -1.2033 0.8536 -0.9173  -0.31
C: -2.6128 -0.8638 -1.9223  -0.06
C: -2.5979 -2.1675 -2.4168  0.04
C: -3.8800 -0.0176 -2.0971  -0.52
C: -4.0565 1.0056 -0.9674  -0.04
C: -5.1318 -0.9049 -2.0987  -0.06
C: -3.7835 0.7018 -3.4492  -0.03
H: -2.0131 -5.3204 -4.8943  0.09
H: -1.1105 -3.7995 -4.9461  0.08
H: -2.8499 -3.7891 -4.6393  0.08
H: -2.8929 -6.2083 -2.6851  0.09
H: -3.7536 -4.6940 -2.4083  0.08
H: -2.6270 -5.2982 -1.1904  0.09
H: -0.4818 -6.2464 -3.2043  0.09
H: -0.1381 -5.4137 -1.6898  0.08
H: 0.4955 -4.7797 -3.2203  0.08
H: 0.4736 -3.2466 -1.5302  0.10
H: 1.5257 -3.1388 1.4140  0.11
H: -0.8586 -2.5045 4.8943  0.10
H: -0.7310 -0.6968 6.2521  0.08
H: -1.7207 0.7550 6.4320  0.09
H: -0.1904 0.8260 5.5415  0.08
H: -2.7993 -1.8992 5.2608  0.08
H: -3.5864 -1.2197 3.8346  0.10
H: -3.7340 -0.4161 5.4013  0.09
H: -1.5350 1.9397 3.7234  0.05
H: -3.0453 1.6429 4.5847  0.09
H: -2.8500 1.0854 2.9205  0.09
H: -0.7740 -5.4017 2.5647  0.09
H: 0.5802 -6.4416 3.0291  0.09
H: 0.7752 -5.2690 1.7260  0.08
H: -0.9615 -4.7310 5.0232  0.09
H: 0.4430 -4.0471 5.8622  0.09
H: 0.4359 -5.7415 5.3793  0.09
H: 2.8010 -4.2767 2.9376  0.08
H: 2.5892 -5.4666 4.2216  0.09
H: 2.6469 -3.7432 4.6157  0.09
H: -3.4950 -2.5182 -2.9080  0.10
H: -3.9796 0.5355 0.0173  0.10
H: -5.0480 1.4551 -1.0454  0.09
H: -3.3228 1.8034 -1.0192  0.03
H: -5.1766 -1.5349 -1.2074  0.10
H: -5.1995 -1.5464 -2.9781  0.08
H: -6.0150 -0.2655 -2.1073  0.09
H: -2.9049 1.3427 -3.4902  0.04
H: -4.6609 1.3333 -3.6101  0.10
H: -3.7302 -0.0214 -4.2663  0.09
N: 3.0737 2.0387 3.3772  0.15
C: 3.8600 1.2031 2.6166  -0.03
C: 3.1607 0.9683 1.4804  -0.15
N: 1.9550 1.6414 1.5264  0.02
C: 1.9426 2.2675 2.6851  -0.26
C: 0.8402 3.1538 2.9870  -0.27
N: -0.0642 3.3656 2.0577  -0.01
C: -0.9380 4.2908 2.5855  -0.14
C: -0.5392 4.6304 3.8384  -0.04
N: 0.5977 3.8922 4.0872  0.14
H: 3.3095 2.3903 4.2898  0.17
H: 4.8271 0.8646 2.9414  0.13
H: 3.4674 0.3840 0.6317  0.09
H: -1.7977 4.6446 2.0451  0.09
H: -0.9600 5.3040 4.5628  0.13
H: 1.1274 3.9059 4.9424  0.17
S: -1.2847 3.6991 -0.3676  0.69
C: -1.5675 3.4587 -2.0142  -0.75
N: -1.7127 3.3395 -3.1527  0.14
C: 1.0961 6.3026 -4.4023  -0.07
C: 1.0615 6.4049 -3.0185  -0.07
C: 1.2293 5.2714 -2.2387  -0.14
C: 1.4274 4.0356 -2.8454  -0.38
C: 1.4805 3.9335 -4.2272  -0.09
C: 1.3120 5.0726 -5.0030  -0.06
As: 1.7288 2.5233 -1.6733  1.34
C: 1.7603 1.0129 -2.8875  -0.41
C: 2.7705 0.0557 -2.9053  -0.15
C: 2.6378 -1.0807 -3.6941  -0.07
C: 1.4940 -1.2708 -4.4560  -0.07
C: 0.4761 -0.3273 -4.4253  -0.06
C: 0.6025 0.8082 -3.6395  -0.12
C: 3.5597 2.9609 -1.1929  -0.36
C: 4.6414 2.7057 -2.0279  -0.09
C: 5.9043 3.1734 -1.6895  -0.07
C: 6.0880 3.9229 -0.5369  -0.07
C: 5.0024 4.2164 0.2777  -0.07
C: 3.7452 3.7331 -0.0483  -0.14
H: 0.9548 7.1844 -5.0134  0.11
H: 0.8983 7.3650 -2.5467  0.11
H: 1.1915 5.3550 -1.1592  0.09
H: 1.6453 2.9787 -4.7075  0.10
H: 1.3448 4.9931 -6.0818  0.11
H: 3.6612 0.1773 -2.3013  0.09
H: 3.4301 -1.8183 -3.7078  0.11
H: 1.3927 -2.1584 -5.0674  0.11
H: -0.4263 -0.4772 -5.0042  0.12
H: -0.2067 1.5306 -3.6095  0.08
H: 4.5029 2.1640 -2.9549  0.10
H: 6.7437 2.9681 -2.3412  0.11
H: 7.0725 4.2950 -0.2854  0.11
H: 5.1377 4.8303 1.1593  0.11
H: 2.8961 3.9750 0.5826  0.09

=====

No. 4
A cluster of 2 separate species, C7H14 in total, computed with the ωB97M-V functional and the def2-TZVPD basis.

The HOMO-LUMO gap comes out at 0.3782 Eh. Its energy relative to the best compared isomer or geometry (same formula, charge and spin) is 168.5 kJ/mol. Its HOMO energy is -9.157 eV. The SMILES is C=C(C)CC.C=C. Its net charge is 0.

Each line ends with the natural charge from an NBO analysis.
Geometry (Å):
C: -1.4795 -1.2412 -0.4971  -0.44
C: -0.8434 -0.5073 0.4146  0.06
C: -1.5618 0.5429 1.2279  -0.65
C: 0.5949 -0.7489 0.8017  -0.45
C: 1.4417 -1.5684 -0.1663  -0.61
H: -2.5500 -1.1381 -0.6537  0.20
H: -0.9684 -1.9989 -1.0846  0.20
H: -2.4641 0.9094 0.7257  0.22
H: -0.9164 1.4069 1.4298  0.21
H: -1.8582 0.1260 2.1969  0.22
H: 1.0836 0.2168 0.9617  0.22
H: 0.5696 -1.2424 1.7824  0.21
H: 2.4675 -1.6447 0.2093  0.21
H: 1.4835 -1.0995 -1.1572  0.21
H: 1.0606 -2.5868 -0.2952  0.21
C: 1.1953 1.9473 -0.6404  -0.42
C: 0.1253 1.6058 -1.3477  -0.37
H: 1.1356 2.6381 0.1985  0.19
H: 2.1713 1.5084 -0.8361  0.20
H: -0.8594 2.0115 -1.1305  0.20
H: 0.1722 0.8633 -2.1398  0.20